Record 1
ORCA calculation (wB97M-V/def2-TZVPD) on 2 unconnected molecules or ions with the total composition C3H4O2.

Structure (XYZ):
```
9
C3H4O2, DFT wB97M-V/def2-TZVPD
O 1.16276 -0.76380 -0.14300
O 2.98233 0.32665 0.31540
C -2.86113 -0.00601 0.08699
C 1.93343 0.31173 -0.43011
C -1.89093 0.66667 -0.08704
H -3.72319 -0.58850 0.21133
H 0.38428 -0.78945 -0.70969
H -1.03092 1.26107 -0.19245
H 3.04338 -0.41837 0.94856
```

Output
Gap between HOMO and LUMO in eV: 10.28
Molecular weight in g mol⁻¹: 72.06
Energy relative to the best compared isomer or geometry (same formula, charge and spin) in kcal per mole: 89.0
Total charge: 0
HOMO in eV: -9.434
Strongest force on any atom in eV/Å: 1.73



Record 2
ORCA calculation (wB97M-V/def2-TZVPD) on a single C3H4O2 molecule.

Structure (XYZ):
```
9
C3H4O2, DFT wB97M-V/def2-TZVPD
O 0.07061 0.45878 -0.75146
O -2.24383 -0.07550 -0.55119
C -0.93988 -0.25226 -0.27381
C 1.39250 0.43362 -0.21559
C -1.60245 -0.57936 0.82207
H -1.99959 -1.31062 1.47660
H 1.82588 -0.56051 -0.24420
H 1.51362 0.83558 0.75309
H 1.98314 1.05028 -1.01550
```

Output
Gap between HOMO and LUMO in eV: 8.61
Molecular weight in g mol⁻¹: 72.06
Energy relative to the best compared isomer or geometry (same formula, charge and spin) in kcal per mole: 118.3
Total charge: 0
HOMO in eV: -7.926
Strongest force on any atom in eV/Å: 3.34



Record 3
ORCA calculation (wB97M-V/def2-TZVPD) on a single C3H4O2 molecule.

Structure (XYZ):
```
9
C3H4O2, DFT wB97M-V/def2-TZVPD
O 0.02287 1.96174 0.35625
O 2.32396 -0.43774 0.06927
C -0.68715 -0.16361 -0.13131
C 1.65900 0.48374 -0.38194
C 0.26885 0.87470 -0.03990
H 2.19499 1.15166 -1.17566
H -1.48469 0.19830 -0.81986
H -1.29889 -0.47346 0.69509
H -0.19934 -0.96739 -0.63236
```

Output
Gap between HOMO and LUMO in eV: 9.67
Molecular weight in g mol⁻¹: 72.06
Energy relative to the best compared isomer or geometry (same formula, charge and spin) in kcal per mole: 32.4
Total charge: 0
HOMO in eV: -9.939
Strongest force on any atom in eV/Å: 4.36



Record 4
ORCA calculation (wB97M-V/def2-TZVPD) on a single C3H4O2S molecule.

Structure (XYZ):
```
10
C3H4O2S, DFT wB97M-V/def2-TZVPD
S -3.31867 -0.51021 -0.07969
O -0.67009 -0.28259 0.43852
O 2.73922 -0.45976 -0.24685
C 0.54853 0.37833 0.14040
C -1.78953 0.13139 -0.14739
C 1.61381 -0.72687 -0.02591
H -1.65918 1.17803 -0.52713
H 0.43017 0.87918 -0.80931
H 0.87432 1.12053 0.91998
H 1.23142 -1.70803 0.33739
```

Output
Gap between HOMO and LUMO in eV: 9.07
Molecular weight in g mol⁻¹: 104.13
Energy relative to the best compared isomer or geometry (same formula, charge and spin) in kcal per mole: 43.2
Total charge: 0
HOMO in eV: -9.157
Strongest force on any atom in eV/Å: 2.78



Record 5
ORCA calculation (wB97M-V/def2-TZVPD) on a single C3H4O2S molecule.

Structure (XYZ):
```
10
C3H4O2S, DFT wB97M-V/def2-TZVPD
S 1.60891 -0.00959 0.07300
O 2.34125 -1.23552 0.28792
O 2.20492 1.27591 0.30038
C -1.41508 0.08511 0.63177
C -0.16358 0.14338 -0.02590
C 0.40005 -0.01286 -1.18748
H -2.18795 -0.11132 -0.13933
H 0.14039 0.07952 -2.26727
H -1.72082 0.75975 1.34613
H -1.20807 -0.97439 0.98077
```

Output
Gap between HOMO and LUMO in eV: 10.50
Molecular weight in g mol⁻¹: 104.13
Energy relative to the best compared isomer or geometry (same formula, charge and spin) in kcal per mole: 94.5
Total charge: 0
HOMO in eV: -9.944
Strongest force on any atom in eV/Å: 4.46



Record 6
ORCA calculation (wB97M-V/def2-TZVPD) on a single C3H4O2S molecule.

Structure (XYZ):
```
10
C3H4O2S, DFT wB97M-V/def2-TZVPD
S -1.54677 1.82886 -0.01146
O -2.57726 -0.94985 0.09610
O 1.48648 1.45570 0.14805
C 0.74738 0.27546 -0.06236
C -0.63437 0.31054 -0.16361
C -1.37811 -0.95686 -0.03348
H -2.85588 1.21820 -0.20478
H -0.82512 -1.92802 0.05721
H 1.41680 -0.57468 -0.28493
H 2.49036 1.34706 0.02468
```

Output
Gap between HOMO and LUMO in eV: 8.85
Molecular weight in g mol⁻¹: 104.13
Energy relative to the best compared isomer or geometry (same formula, charge and spin) in kcal per mole: 36.1
Total charge: 0
HOMO in eV: -8.526
Strongest force on any atom in eV/Å: 2.50



Record 7
ORCA calculation (wB97M-V/def2-TZVPD) on 2 unconnected molecules or ions with the total composition C3H4O2S.

Structure (XYZ):
```
10
C3H4O2S, DFT wB97M-V/def2-TZVPD
S 0.87037 0.32300 -1.58943
O -1.82256 0.55877 2.62451
O -0.68094 -1.55581 -2.39630
C -0.55184 -0.67450 -1.67233
C -0.73407 0.50338 2.14711
C 0.45703 0.55486 1.67591
H 1.27460 -0.24698 1.91422
H 0.84533 1.16238 0.92893
H -1.37898 -0.19735 -1.12584
H 1.72106 -0.42773 -2.50679
```

Output
Gap between HOMO and LUMO in eV: 10.07
Molecular weight in g mol⁻¹: 104.13
Energy relative to the best compared isomer or geometry (same formula, charge and spin) in kcal per mole: 52.8
Total charge: 0
HOMO in eV: -9.547
Strongest force on any atom in eV/Å: 5.11



Record 8
ORCA calculation (wB97M-V/def2-TZVPD) on a molecular structure, C3H4O2S.

Structure (XYZ):
```
10
C3H4O2S, DFT wB97M-V/def2-TZVPD
S -1.46716 0.05112 -0.14720
O 1.73508 -0.94509 0.68882
O -1.84762 -1.04824 0.69099
C -0.14097 0.89768 0.84018
C 0.13932 -0.43075 -1.06775
C 0.83545 -0.32896 0.19432
H -0.05767 0.84315 1.88385
H 0.24924 1.83439 0.42337
H 0.11254 0.46839 -1.77778
H 0.44180 -1.34169 -1.72882
```

Output
Gap between HOMO and LUMO in eV: 9.94
Molecular weight in g mol⁻¹: 104.13
Energy relative to the best compared isomer or geometry (same formula, charge and spin) in kcal per mole: 64.3
Total charge: 0
HOMO in eV: -9.742
Strongest force on any atom in eV/Å: 4.17



Record 9
ORCA calculation (wB97M-V/def2-TZVPD) on a single C3H4O2S molecule.

Structure (XYZ):
```
10
C3H4O2S, DFT wB97M-V/def2-TZVPD
S -2.78250 0.61446 0.55994
O -1.20801 -1.47056 0.21506
O -0.47396 0.48896 -0.65429
C 1.77330 -0.22609 0.17897
C -1.40066 -0.31794 0.01532
C 0.89080 0.50144 -0.69529
H 2.58271 0.51645 0.42754
H 2.05092 -1.11593 -0.61108
H 1.26993 -0.57213 1.02147
H -2.70253 1.58136 -0.45763
```

Output
Gap between HOMO and LUMO in eV: 8.44
Molecular weight in g mol⁻¹: 104.13
Energy relative to the best compared isomer or geometry (same formula, charge and spin) in kcal per mole: 91.8
Total charge: 0
HOMO in eV: -8.195
Strongest force on any atom in eV/Å: 3.04



Record 10
ORCA calculation (wB97M-V/def2-TZVPD) on 2 unconnected molecules or ions with the total composition C3H4O2S.

Structure (XYZ):
```
10
C3H4O2S, DFT wB97M-V/def2-TZVPD
S 1.47429 0.41033 0.76177
O 2.29947 0.67104 -0.45240
O -1.84973 -0.11204 1.01510
C -1.71524 0.35099 -0.06153
C 1.32600 -1.26195 0.96948
C -1.62572 0.84547 -1.27086
H 0.64404 -1.56019 1.76062
H -0.64562 0.63949 -1.69808
H 2.08556 -1.89406 0.60446
H -1.99306 1.91092 -1.62857
```

Output
Gap between HOMO and LUMO in eV: 8.83
Molecular weight in g mol⁻¹: 104.13
Energy relative to the best compared isomer or geometry (same formula, charge and spin) in kcal per mole: 76.9
Total charge: 0
HOMO in eV: -9.619
Strongest force on any atom in eV/Å: 4.07



Record 11
ORCA calculation (wB97M-V/def2-TZVPD) on a single C3H4O2S molecule.

Structure (XYZ):
```
10
C3H4O2S, DFT wB97M-V/def2-TZVPD
S -1.68932 0.07224 -0.00945
O -2.46602 1.23935 0.34258
O -2.32666 -1.13006 0.32701
C 0.12950 0.12910 -0.03615
C -0.38667 -0.01030 -1.27442
C 1.46626 -0.01733 0.62470
H 2.19324 0.20026 -0.05255
H 1.72567 0.73151 1.36193
H -0.08987 -0.23838 -2.20241
H 1.44388 -0.97639 0.91876
```

Output
Gap between HOMO and LUMO in eV: 10.74
Molecular weight in g mol⁻¹: 104.13
Energy relative to the best compared isomer or geometry (same formula, charge and spin) in kcal per mole: 99.5
Total charge: 0
HOMO in eV: -10.146
Strongest force on any atom in eV/Å: 5.87



Record 12
ORCA calculation (wB97M-V/def2-TZVPD) on 2 unconnected molecules or ions with the total composition C3H4O2S.

Structure (XYZ):
```
10
C3H4O2S, DFT wB97M-V/def2-TZVPD
S 3.28190 1.28232 -0.25852
O -2.81348 1.36004 -0.08110
O 0.14890 -2.12208 1.00808
C -1.06752 -0.23747 -0.07944
C -0.43539 -1.22050 0.56303
C -2.44356 0.25533 0.26274
H -0.72023 0.27625 -0.94175
H 4.37486 0.64265 0.02060
H -3.13108 -0.51223 0.59443
H 2.80559 0.27569 -1.08807
```

Output
Gap between HOMO and LUMO in eV: 10.01
Molecular weight in g mol⁻¹: 104.13
Energy relative to the best compared isomer or geometry (same formula, charge and spin) in kcal per mole: 42.4
Total charge: 0
HOMO in eV: -9.904
Strongest force on any atom in eV/Å: 1.80



Record 13
ORCA calculation (wB97M-V/def2-TZVPD) on a single C3H4O3 molecule.

Structure (XYZ):
```
10
C3H4O3, DFT wB97M-V/def2-TZVPD
O 1.24601 0.99762 -0.20340
O 1.47050 -1.12273 0.46110
O -1.10894 -1.82876 0.03175
C 0.41204 2.00858 -0.07464
C -0.77381 -0.48257 -0.12744
C 0.71476 -0.28599 0.07798
H 1.07148 2.87572 -0.30265
H -0.59186 -2.17681 0.77111
H -1.31024 0.19060 0.55421
H -1.04243 -0.17530 -1.14340
```

Output
Gap between HOMO and LUMO in eV: 9.18
Molecular weight in g mol⁻¹: 88.06
Energy relative to the best compared isomer or geometry (same formula, charge and spin) in kcal per mole: 89.0
Total charge: 0
HOMO in eV: -9.515
Strongest force on any atom in eV/Å: 0.66



Record 14
ORCA calculation (wB97M-V/def2-TZVPD) on a molecular structure, C3H4O3.

Structure (XYZ):
```
10
C3H4O3, DFT wB97M-V/def2-TZVPD
O -0.60442 0.44307 1.55779
O 0.86842 -0.83750 -1.50858
O -0.81633 1.62766 -0.82488
C -0.04168 -0.52122 -0.53985
C -0.02655 0.94409 -0.21629
C -0.30592 -0.72594 1.41697
H -0.51702 -1.25426 2.39235
H 1.66774 -0.28964 -1.43518
H 0.93201 1.30366 0.23308
H -1.00891 -0.89084 -0.87544
```

Output
Gap between HOMO and LUMO in eV: 9.34
Molecular weight in g mol⁻¹: 88.06
Energy relative to the best compared isomer or geometry (same formula, charge and spin) in kcal per mole: 107.3
Total charge: 0
HOMO in eV: -9.075
Strongest force on any atom in eV/Å: 1.57



Record 15
ORCA calculation (wB97M-V/def2-TZVPD) on 3 unconnected molecules or ions with the total composition C3H4O3.

Structure (XYZ):
```
10
C3H4O3, DFT wB97M-V/def2-TZVPD
O 3.04202 0.01087 -0.13407
O 0.45760 -2.12018 0.05721
O 0.49093 2.10333 0.12441
C -0.62503 1.68556 -0.04390
C 2.01592 -0.00525 -0.62176
C -0.65150 -1.68814 0.23034
H -1.43680 1.89932 0.67755
H -1.48786 -1.92339 -0.45562
H -0.90092 -1.02981 1.08752
H -0.90436 1.06770 -0.92167
```

Output
Gap between HOMO and LUMO in eV: 10.68
Molecular weight in g mol⁻¹: 88.06
Energy relative to the best compared isomer or geometry (same formula, charge and spin) in kcal per mole: 64.1
Total charge: 0
HOMO in eV: -10.447
Strongest force on any atom in eV/Å: 1.48



Record 16
ORCA calculation (wB97M-V/def2-TZVPD) on a single C3H4O3 molecule.

Structure (XYZ):
```
10
C3H4O3, DFT wB97M-V/def2-TZVPD
O 1.60347 1.68311 0.56595
O -0.45479 1.94213 -0.33540
O 1.41595 -1.06833 -0.38126
C 0.57939 1.19703 0.11625
C -0.84924 -0.81162 0.28526
C 0.34441 -0.27762 -0.01276
H -1.67817 -0.20668 0.64135
H 1.17724 -2.00217 -0.26645
H -1.11204 1.42419 -0.83415
H -1.02622 -1.88004 0.22121
```

Output
Gap between HOMO and LUMO in eV: 10.48
Molecular weight in g mol⁻¹: 88.06
Energy relative to the best compared isomer or geometry (same formula, charge and spin) in kcal per mole: 26.5
Total charge: 0
HOMO in eV: -9.984
Strongest force on any atom in eV/Å: 2.34



Record 17
ORCA calculation (wB97M-V/def2-TZVPD) on a single C3H4O3 molecule.

Structure (XYZ):
```
10
C3H4O3, DFT wB97M-V/def2-TZVPD
O 1.22173 -1.69723 -0.66820
O -0.05521 1.10391 1.88902
O -0.41440 0.27583 -1.53223
C 0.58859 -1.12207 0.18330
C -0.27363 1.16542 0.70457
C -0.44332 -0.06615 -0.18161
H -0.38107 2.12300 0.15601
H 0.73549 -1.30059 1.26308
H -1.43030 -0.49331 0.06307
H 0.45212 0.01118 -1.87703
```

Output
Gap between HOMO and LUMO in eV: 10.57
Molecular weight in g mol⁻¹: 88.06
Energy relative to the best compared isomer or geometry (same formula, charge and spin) in kcal per mole: 36.1
Total charge: 0
HOMO in eV: -10.198
Strongest force on any atom in eV/Å: 0.57



Record 18
ORCA calculation (wB97M-V/def2-TZVPD) on a molecular structure, C3H4O3.

Structure (XYZ):
```
10
C3H4O3, DFT wB97M-V/def2-TZVPD
O 1.31114 0.80733 0.23734
O -1.33222 -1.03888 0.26447
O 1.71869 -1.46013 0.14269
C 1.03961 -0.49514 -0.03615
C -0.41207 -0.24947 -0.41880
C -0.09445 1.16405 0.11962
H -0.59943 -0.27156 -1.50004
H -0.24165 2.02232 -0.53679
H -0.85156 -1.79702 0.61940
H -0.53807 1.31850 1.10826
```

Output
Gap between HOMO and LUMO in eV: 11.56
Molecular weight in g mol⁻¹: 88.06
Energy relative to the best compared isomer or geometry (same formula, charge and spin) in kcal per mole: 30.8
Total charge: 0
HOMO in eV: -10.807
Strongest force on any atom in eV/Å: 0.71



Record 19
ORCA calculation (wB97M-V/def2-TZVPD) on a single C3H4O3 molecule.

Structure (XYZ):
```
10
C3H4O3, DFT wB97M-V/def2-TZVPD
O -0.54627 -1.28809 -0.02287
O -1.58484 0.80162 0.36050
O 2.38624 0.76297 0.22734
C -1.01229 -0.08554 -0.48996
C 1.34924 0.22514 0.49831
C 0.45438 -0.40471 -0.49407
H 0.96114 0.18140 1.53528
H -1.39009 0.56088 1.27631
H -1.52587 -0.08296 -1.44810
H 0.90837 -0.67070 -1.44274
```

Output
Gap between HOMO and LUMO in eV: 10.95
Molecular weight in g mol⁻¹: 88.06
Energy relative to the best compared isomer or geometry (same formula, charge and spin) in kcal per mole: 52.9
Total charge: 0
HOMO in eV: -10.300
Strongest force on any atom in eV/Å: 1.32



Record 20
ORCA calculation (wB97M-V/def2-TZVPD) on a single C3H4O3 molecule.

Structure (XYZ):
```
10
C3H4O3, DFT wB97M-V/def2-TZVPD
O 0.86331 0.67537 -1.78859
O 1.89857 0.32838 0.64101
O -0.47354 1.03417 -0.95132
C -0.40755 0.16787 0.06299
C 0.97043 -0.41084 0.34464
C -1.47576 -0.33798 0.70785
H -1.35876 -1.10638 1.46193
H 1.01321 -1.49732 0.51359
H -2.47397 -0.15690 0.32404
H 1.44406 1.30362 -1.31614
```

Output
Gap between HOMO and LUMO in eV: 9.28
Molecular weight in g mol⁻¹: 88.06
Energy relative to the best compared isomer or geometry (same formula, charge and spin) in kcal per mole: 121.7
Total charge: 0
HOMO in eV: -9.726
Strongest force on any atom in eV/Å: 3.27